# 1
Molecular formula: C17H46FN4O7P2S
Method: DFT, wB97M-V/def2-TZVPD

```
78
C17H46FN4O7P2S | the OMol25 dataset | wB97M-V/def2-TZVPD
C -0.09040 -1.71855 -5.33807
C 0.94321 -1.08088 -4.31781
F 0.28957 -1.04827 -3.10079
N 2.26799 -1.86069 -4.25022
N 2.33057 -2.57681 -5.50863
C 3.46200 -0.92253 -4.22973
C 3.99177 -0.51128 -2.80350
C 2.92169 0.09186 -1.81760
S 3.84849 0.72717 -0.33836
P 2.25533 -3.11174 -2.94639
P 4.16540 -4.15358 -2.79736
O 3.94787 -5.64207 -2.89970
O 4.74827 -3.83615 -1.24863
O 5.34915 -3.62355 -3.85965
H -1.07702 -1.21939 -5.12916
H -0.24325 -2.80659 -5.17050
H 0.15664 -1.45823 -6.39720
H 1.08699 -0.03046 -4.65658
H 2.52985 -1.92452 -6.27473
H 3.12307 -3.22664 -5.48788
H 3.25818 0.02056 -4.80674
H 4.26939 -1.44008 -4.81241
H 4.75009 0.30215 -2.97910
H 4.53110 -1.31880 -2.25377
H 2.22656 -0.69451 -1.42292
H 2.27133 0.86818 -2.28875
H 3.75388 -0.29575 0.59415
H 1.35278 -4.11297 -3.44888
H 5.46924 -3.18666 -1.28338
H 5.67135 -2.73947 -3.61069
C -5.62128 0.80036 1.94830
O -5.01619 1.76004 1.09709
C -3.62018 1.92507 1.32916
C -2.81320 1.37703 0.15563
N -2.88531 -0.08176 0.09812
C -2.36422 -0.65076 -1.14455
C -3.07878 -0.28118 -2.45116
O -4.39249 -0.79976 -2.56763
C -5.40165 -0.02265 -1.93952
H -6.70152 0.87374 1.82053
H -5.31405 -0.21561 1.68099
H -5.38175 0.99323 2.99763
H -3.30321 1.48097 2.27648
H -3.43965 3.00173 1.39419
H -1.76613 1.68123 0.26104
H -3.21040 1.83517 -0.75761
H -3.85123 -0.36641 0.19767
H -2.42295 -1.73768 -1.03252
H -1.30375 -0.39848 -1.23195
H -2.50980 -0.74130 -3.26594
H -3.06827 0.79653 -2.64891
H -5.17821 1.04683 -1.96596
H -5.55223 -0.35426 -0.91103
H -6.33755 -0.19201 -2.47295
C -0.29547 0.70868 7.20434
O -0.73742 1.84522 6.48097
C 0.20366 2.91674 6.47504
C 0.79496 3.10555 5.08284
N 1.67907 1.99730 4.72752
C 2.06610 1.97910 3.31641
C 0.95572 1.79491 2.27447
O 0.34041 0.51461 2.29625
C -0.69699 0.36658 3.25343
H -1.13942 0.02507 7.30180
H 0.50634 0.18762 6.67185
H 0.04617 0.98360 8.20589
H 0.98609 2.78250 7.22700
H -0.35185 3.82170 6.73494
H 1.36235 4.04100 5.05481
H -0.04157 3.19425 4.37997
H 1.21441 1.12434 4.94120
H 2.76718 1.14639 3.20158
H 2.62081 2.89374 3.09063
H 1.42584 1.87668 1.28972
H 0.20230 2.58947 2.31402
H -1.24670 1.29730 3.41568
H -0.29371 -0.00739 4.19601
H -1.39541 -0.38480 2.88148
```

As for the total energy: -70787.724 eV. The total charge is +1.

Löwdin analysis output, partial charges in e: -0.0134 -0.3236 -0.0179 -0.4282 0.0436 -0.1557 -0.2739 -0.5544 0.7091 1.0072 0.3846 -0.2972 -0.1733 -0.1755 0.0943 0.0906 0.0956 0.1648 0.1248 0.0999 0.1490 0.1212 0.1238 0.0616 0.0465 0.0874 -0.0985 0.0034 0.0682 0.0584 -0.1063 -0.1906 -0.2066 -0.2010 -0.0392 -0.1974 -0.2276 -0.1741 -0.0879 0.0920 0.0763 0.0904 0.1032 0.1244 0.1153 0.1024 0.0682 0.1214 0.0982 0.0930 0.1125 0.0910 0.0718 0.0920 -0.1122 -0.1961 -0.2084 -0.2087 -0.0494 -0.1986 -0.2359 -0.1911 -0.0976 0.0901 0.0753 0.0895 0.1228 0.1217 0.1239 0.1012 0.0651 0.1117 0.1186 0.0869 0.1088 0.0803 0.0724 0.0860


# 2
Molecular formula: C40H52I2N8O3PSTi
Method: DFT, wB97M-V/def2-TZVPD

```
108
C40H52I2N8O3PSTi | the OMol25 dataset | wB97M-V/def2-TZVPD
Ti 0.52725 -0.34443 0.43209
I 5.26485 4.36667 4.06378
C 4.21900 3.11859 2.76331
C 4.91329 2.27720 1.90510
C 4.20725 1.44082 1.05535
I 5.21976 0.16295 -0.24542
C 2.81163 1.42986 1.04773
O 2.13089 0.61745 0.25040
C 2.12305 2.28956 1.91910
C 0.61276 2.28913 1.91665
N 0.06327 0.92881 2.14984
C 0.46984 0.38275 3.46020
C 1.71867 -0.44774 3.34754
C 2.65776 -0.52504 4.36304
C 3.75053 -1.35786 4.19597
C 3.87167 -2.08764 3.02275
C 2.89458 -1.94738 2.05743
N 1.83684 -1.14679 2.21436
C 2.83267 3.12508 2.76896
H 5.99424 2.26955 1.89643
H 0.24816 2.96755 2.69212
H 0.22088 2.62562 0.95635
H -0.95848 0.95051 2.14142
H 0.61411 1.18822 4.18411
H -0.35002 -0.24174 3.81883
H 2.53669 0.06966 5.25856
H 4.50525 -1.43007 4.96790
H 4.71474 -2.74088 2.85007
H 2.95691 -2.47798 1.11545
H 2.29629 3.78283 3.44185
C -1.61004 -5.91514 6.25517
C -1.78005 -4.90649 5.15407
C -2.98990 -4.77091 4.48536
C -3.15319 -3.82783 3.47967
C -2.08846 -3.00701 3.14558
C -0.86219 -3.13233 3.79093
C -0.71660 -4.07881 4.78641
S -2.33599 -1.76062 1.92616
O -2.40417 -0.47891 2.58579
O -3.44349 -2.17854 1.11456
N -0.96734 -1.71890 1.07318
C -0.61021 -2.68831 0.17689
C -1.25041 -3.88558 -0.17926
C -0.66868 -4.67372 -1.13924
C 0.53486 -4.29871 -1.74273
C 1.11126 -3.12215 -1.34595
N 0.56114 -2.34101 -0.40300
H -2.46655 -6.58351 6.31782
H -1.50266 -5.41417 7.21882
H -0.71490 -6.51755 6.09802
H -3.82059 -5.41238 4.75197
H -4.09533 -3.72221 2.95992
H -0.02339 -2.51531 3.49574
H 0.23838 -4.18531 5.28756
H -2.18907 -4.15067 0.28439
H -1.15136 -5.59799 -1.42964
H 1.00464 -4.91113 -2.49756
H 2.05046 -2.77903 -1.76271
N -0.37672 0.49702 -0.80414
P -0.80983 1.34459 -2.08630
N 0.06345 0.82954 -3.37501
C -0.07664 1.55949 -4.64673
C 1.27786 1.69833 -5.32504
C 1.85998 0.32252 -5.67049
C 1.49165 -0.71981 -4.59970
C 1.22639 -0.05768 -3.25747
N -2.38966 1.24894 -2.52329
C -2.86255 0.11361 -3.33407
C -3.34498 -1.04841 -2.47485
C -4.43273 -0.58295 -1.51433
C -3.93093 0.58988 -0.68125
C -3.41141 1.71712 -1.56368
N -0.53924 2.95117 -1.82744
C -1.38774 4.06618 -2.28749
C -0.53910 5.14851 -2.94105
C 0.47503 5.74110 -1.95222
C 0.95011 4.68113 -0.94561
C 0.87131 3.29577 -1.56549
H -0.50761 2.54179 -4.44638
H -0.77341 1.03634 -5.31199
H 1.95205 2.23797 -4.65453
H 1.17241 2.30801 -6.22300
H 2.94370 0.40130 -5.76572
H 1.48395 -0.00431 -6.64125
H 2.29075 -1.45513 -4.49071
H 0.59295 -1.26850 -4.89400
H 2.11424 0.49230 -2.92115
H 1.00163 -0.80371 -2.50253
H -2.06456 -0.19556 -4.00578
H -3.69020 0.48431 -3.94817
H -2.49675 -1.45183 -1.90865
H -3.71575 -1.84528 -3.12342
H -4.73745 -1.39428 -0.85647
H -5.31236 -0.27420 -2.09108
H -3.11945 0.25204 -0.03148
H -4.72495 0.97270 -0.03683
H -2.98820 2.51395 -0.95389
H -4.22919 2.15347 -2.14733
H -1.92987 4.49736 -1.43843
H -2.13000 3.68307 -2.98590
H -1.19451 5.92743 -3.33189
H -0.01895 4.71876 -3.80155
H 0.03207 6.58385 -1.41952
H 1.32863 6.13584 -2.50539
H 0.31967 4.69913 -0.05186
H 1.97107 4.88309 -0.61885
H 1.30360 2.53432 -0.91746
H 1.45174 3.27873 -2.49833
```

As for the total energy: -119830.175 eV. The total charge is +1.

Results of the Löwdin charge analysis, in e, for atoms 1 through 99: 0.9885 0.8943 -0.7399 -0.2114 -0.6246 0.9480 -0.4199 -0.2729 -0.1563 -0.1082 -0.0969 -0.1002 -0.2637 0.0097 -0.0260 -0.0374 -0.1164 0.0414 -0.1062 0.0861 0.1357 0.0993 0.1022 0.1397 0.1157 0.1268 0.1196 0.1157 0.1091 0.1052 -0.0406 -0.2577 -0.0198 -0.0378 -0.2808 -0.0491 -0.0244 0.6154 -0.3001 -0.2778 -0.1866 -0.3787 0.0140 -0.0321 -0.0494 -0.1191 0.0096 0.0787 0.0893 0.0850 0.1189 0.1177 0.0889 0.1195 0.1127 0.1206 0.1110 0.1222 -0.2035 0.6396 -0.1926 -0.1848 -0.1747 -0.1785 -0.1673 -0.1993 -0.1928 -0.1837 -0.1705 -0.1931 -0.1778 -0.1883 -0.1878 -0.2018 -0.1756 -0.1779 -0.1695 -0.1991 0.0997 0.1198 0.1061 0.1183 0.1109 0.1112 0.1113 0.1159 0.1228 0.0671 0.0951 0.1292 0.1023 0.1175 0.0951 0.1193 0.0767 0.1241 0.1005 0.1290 0.1197